No. 1
This record from the Open Molecules 2025 dataset describes a cluster of 5 separate species, C28H62BN6 in total in a non-equilibrium geometry. The level of theory is ωB97M-V/def2-TZVPD.

The geometry in XYZ format:
```
97
C28H62BN6 (ωB97M-V/def2-TZVPD)
B -0.829 -0.709 -0.811
H 0.023 -1.246 -0.424
H -0.634 -0.167 -1.724
H -1.716 -1.303 -0.968
H -1.091 0.071 -0.113
C -3.807 -2.242 6.531
C -5.168 -2.134 5.948
N -5.014 -1.596 4.577
C -4.828 -2.301 3.443
C -4.731 -1.378 2.397
N -4.846 -0.073 2.907
C -5.115 -0.256 4.256
C -4.819 1.122 2.167
H -3.499 -1.205 6.661
H -3.118 -2.870 5.966
H -3.819 -2.624 7.551
H -5.735 -1.426 6.552
H -5.632 -3.117 6.029
H -4.809 -3.378 3.515
H -4.736 -1.574 1.335
H -5.340 0.468 5.025
H -5.778 1.641 2.172
H -4.424 0.923 1.171
H -4.160 1.862 2.622
C -3.773 -2.917 -9.992
C -2.323 -3.106 -9.394
N -2.102 -2.481 -8.028
C -2.142 -3.093 -6.825
C -1.886 -2.149 -5.860
N -1.878 -0.891 -6.505
C -2.043 -1.109 -7.823
C -1.729 0.416 -5.951
H -4.325 -2.950 -9.052
H -4.016 -3.783 -10.606
H -4.042 -1.985 -10.490
H -1.598 -2.635 -10.058
H -2.046 -4.152 -9.264
H -2.191 -4.161 -6.672
H -1.551 -2.210 -4.835
H -2.041 -0.330 -8.572
H -2.516 0.717 -5.259
H -1.565 1.123 -6.764
H -0.777 0.381 -5.421
C 3.879 -4.939 1.934
C 3.774 -3.525 2.341
C 2.940 -3.446 3.641
N 2.944 -2.047 4.342
C 4.447 -1.623 4.415
C 2.413 -2.171 5.741
C 1.852 -0.738 5.973
C 1.838 0.018 4.635
C 1.999 -1.106 3.651
H 2.892 -5.400 1.968
H 4.564 -5.557 2.513
H 4.206 -5.010 0.896
H 3.138 -3.003 1.626
H 4.801 -3.166 2.281
H 3.243 -4.154 4.413
H 1.887 -3.645 3.440
H 5.068 -2.504 4.576
H 4.588 -0.846 5.166
H 4.513 -1.173 3.424
H 3.227 -2.514 6.379
H 1.619 -2.905 5.606
H 2.540 -0.294 6.692
H 0.934 -0.845 6.550
H 2.639 0.738 4.466
H 0.919 0.600 4.565
H 2.371 -0.768 2.684
H 1.131 -1.691 3.346
C -1.337 5.408 -1.756
C 0.288 5.551 -1.797
C 0.965 4.301 -1.367
N 2.544 4.395 -1.101
C 2.833 5.307 0.104
C 3.470 4.839 -2.265
C 4.301 3.533 -2.582
C 4.448 2.967 -1.200
C 3.023 2.991 -0.652
H -1.370 5.469 -0.669
H -1.890 4.520 -2.062
H -1.763 6.288 -2.238
H 0.487 6.341 -1.074
H 0.714 5.786 -2.773
H 0.804 3.511 -2.101
H 0.569 3.978 -0.404
H 3.851 5.618 0.340
H 2.276 4.826 0.907
H 2.315 6.264 0.040
H 4.068 5.689 -1.937
H 2.837 5.185 -3.082
H 5.256 3.822 -3.021
H 3.796 2.919 -3.328
H 4.994 3.701 -0.607
H 5.076 2.077 -1.188
H 2.834 2.914 0.418
H 2.415 2.342 -1.283
```

Properties
Largest force on an atom   5.69 eV Å⁻¹
LUMO level   -5.57 eV
E   -1456.3709 Eh
HOMO level   -13.060 eV
Net charge   +3

=====

No. 2
This record from the Open Molecules 2025 dataset describes a cluster of 13 separate species, C38H105N3O26 in total in a non-equilibrium geometry. The level of theory is ωB97M-V/def2-TZVPD.

The geometry in XYZ format:
```
172
C38H105N3O26 (ωB97M-V/def2-TZVPD)
C 14.418 8.086 1.362
C 14.221 8.671 2.812
O 15.506 8.663 3.529
O 14.969 9.174 0.633
H 13.541 7.776 0.794
H 15.100 7.251 1.519
H 13.456 8.108 3.347
H 13.765 9.660 2.847
H 16.097 9.108 2.916
H 15.880 9.199 0.935
C 3.608 3.868 -0.883
C 3.361 4.011 0.568
O 4.073 2.977 1.179
O 3.194 2.539 -1.300
H 4.632 4.054 -1.206
H 2.970 4.583 -1.404
H 2.291 3.943 0.766
H 3.720 4.931 1.029
H 4.069 2.315 0.483
H 3.461 2.365 -2.206
C 13.291 -1.575 -10.624
C 13.206 -3.050 -10.227
O 12.470 -3.182 -9.107
O 14.471 -1.350 -11.454
H 13.396 -0.906 -9.771
H 12.382 -1.314 -11.166
H 14.213 -3.406 -10.006
H 12.710 -3.677 -10.967
H 12.129 -4.069 -8.977
H 14.887 -0.518 -11.216
C 3.201 2.103 -7.897
C 4.404 2.645 -7.126
O 4.497 1.923 -5.941
O 3.409 0.762 -8.287
H 2.989 2.783 -8.723
H 2.403 2.180 -7.159
H 4.404 3.728 -7.000
H 5.303 2.407 -7.696
H 5.416 1.668 -5.834
H 3.390 0.087 -7.605
C 5.618 2.969 -13.630
C 6.466 2.149 -12.639
O 7.571 2.847 -12.022
O 6.369 3.211 -14.878
H 5.464 3.938 -13.155
H 4.575 2.693 -13.787
H 6.834 1.239 -13.112
H 5.896 1.845 -11.761
H 8.024 3.407 -12.657
H 5.719 3.537 -15.505
C 9.627 5.974 -4.669
C 9.763 5.011 -5.871
O 10.611 3.990 -5.567
O 8.738 5.501 -3.726
H 9.156 6.904 -4.989
H 10.522 6.239 -4.107
H 9.975 5.630 -6.743
H 8.795 4.584 -6.132
H 10.259 3.518 -4.809
H 9.116 4.759 -3.248
C 17.776 1.196 8.601
C 18.622 2.444 8.588
O 19.990 2.199 8.845
O 17.587 0.732 9.912
H 18.268 0.437 7.992
H 16.867 1.431 8.048
H 18.238 3.154 9.320
H 18.414 2.860 7.602
H 20.061 2.112 9.798
H 18.012 -0.128 9.946
C 17.213 0.712 0.998
C 15.998 0.158 0.254
O 14.784 0.867 0.398
O 17.051 0.521 2.400
H 17.407 1.757 0.755
H 18.138 0.191 0.753
H 15.793 -0.894 0.456
H 16.276 0.242 -0.796
H 14.772 1.308 1.250
H 17.893 0.742 2.804
C 12.719 -0.893 10.530
C 12.002 -0.972 9.228
O 10.759 -0.228 9.178
O 11.961 -1.515 11.518
H 12.821 0.156 10.810
H 13.710 -1.327 10.401
H 11.987 -2.025 8.946
H 12.679 -0.616 8.452
H 9.969 -0.740 9.365
H 11.059 -1.432 11.200
C 11.457 -3.186 1.932
C 11.853 -3.677 0.463
O 13.040 -4.472 0.554
O 10.892 -4.237 2.649
H 10.634 -2.479 1.824
H 12.208 -2.584 2.443
H 11.979 -2.782 -0.146
H 11.072 -4.303 0.029
H 12.677 -5.337 0.761
H 11.378 -5.042 2.457
C 12.451 2.888 2.982
O 11.828 3.017 1.674
C 10.426 2.769 1.614
C 9.873 3.329 0.309
N 10.071 2.504 -0.856
C 9.146 1.395 -0.900
C 9.325 0.473 -2.146
O 8.904 1.135 -3.337
C 9.239 0.534 -4.622
H 11.817 3.530 3.592
H 13.503 3.148 3.102
H 12.321 1.881 3.377
H 9.883 3.249 2.428
H 10.253 1.718 1.846
H 10.202 4.367 0.255
H 8.796 3.471 0.399
H 11.006 2.136 -0.965
H 8.104 1.713 -0.928
H 9.224 0.787 0.001
H 8.821 -0.487 -2.036
H 10.370 0.162 -2.168
H 9.203 1.244 -5.448
H 8.464 -0.226 -4.721
H 10.210 0.040 -4.580
C -2.399 -8.750 -5.915
O -1.555 -7.705 -5.530
C -2.051 -6.872 -4.495
C -1.175 -5.611 -4.250
N -1.124 -4.775 -5.418
C -0.458 -3.452 -5.176
C 1.042 -3.574 -4.697
O 1.914 -3.943 -5.813
C 3.271 -4.367 -5.472
H -2.846 -9.239 -5.050
H -1.846 -9.542 -6.420
H -3.199 -8.466 -6.599
H -2.174 -7.377 -3.537
H -3.041 -6.593 -4.858
H -0.229 -5.946 -3.825
H -1.711 -5.066 -3.472
H -0.662 -5.186 -6.215
H -0.902 -2.926 -4.331
H -0.532 -2.752 -6.008
H 0.995 -4.368 -3.951
H 1.244 -2.632 -4.187
H 3.748 -3.632 -4.824
H 3.850 -4.424 -6.394
H 3.325 -5.352 -5.009
C 4.172 -1.225 2.063
O 5.406 -0.854 2.652
C 5.558 -1.352 3.985
C 6.187 -0.287 4.928
N 5.172 0.742 5.266
C 5.683 1.909 6.006
C 4.473 2.822 6.322
O 4.213 3.739 5.235
C 2.967 4.479 5.464
H 4.147 -2.310 1.965
H 4.129 -0.781 1.069
H 3.272 -0.891 2.579
H 6.193 -2.237 3.931
H 4.608 -1.637 4.435
H 7.087 0.107 4.456
H 6.523 -0.679 5.888
H 4.642 0.995 4.444
H 6.508 2.461 5.555
H 6.093 1.448 6.904
H 4.614 3.390 7.241
H 3.626 2.271 6.732
H 2.738 5.190 4.670
H 3.101 5.095 6.353
H 2.138 3.817 5.712
```

Properties
Largest force on an atom   3.85 eV Å⁻¹
LUMO level   0.17 eV
E   -3630.8033 Eh
HOMO level   -8.536 eV
Energy relative to the best compared isomer or geometry (same formula, charge and spin)   7.514 eV
Net charge   0

=====

No. 3
This record from the Open Molecules 2025 dataset describes a structure of composition C41H41InN5OSb2Se2 in a non-equilibrium geometry. The level of theory is ωB97M-V/def2-TZVPD.

The geometry in XYZ format:
```
93
C41H41InN5OSb2Se2 (ωB97M-V/def2-TZVPD)
In -1.478 -0.908 -0.651
Se -5.000 0.823 0.143
Se -4.725 -0.431 -1.762
C -3.663 0.810 -2.811
C -4.241 1.505 -3.865
C -3.430 2.344 -4.615
C -2.083 2.439 -4.296
C -1.602 1.689 -3.236
N -2.375 0.896 -2.507
C -4.440 -0.479 1.462
C -5.140 -0.552 2.662
C -4.861 -1.606 3.513
C -3.895 -2.538 3.145
C -3.205 -2.336 1.965
N -3.471 -1.322 1.147
H -5.292 1.397 -4.091
H -3.841 2.910 -5.437
H -1.417 3.069 -4.863
H -0.552 1.704 -2.962
H -5.903 0.178 2.891
H -5.411 -1.722 4.434
H -3.695 -3.406 3.753
H -2.433 -3.024 1.625
C 2.896 -2.033 -1.397
C 3.285 -1.788 0.048
C 2.578 -2.651 1.073
Sb 0.573 -2.040 1.782
C 0.952 -0.239 2.875
C -0.133 0.360 3.497
C 0.055 1.494 4.269
C 1.322 2.038 4.402
C 2.402 1.451 3.762
C 2.217 0.309 2.996
C 0.392 -3.371 3.500
C 1.250 -3.131 4.560
C 1.229 -3.985 5.652
C 0.346 -5.049 5.689
C -0.517 -5.272 4.631
C -0.494 -4.431 3.527
Sb 1.351 -0.720 -2.294
C 2.338 1.168 -2.602
C 3.182 1.704 -1.641
C 3.868 2.876 -1.913
C 3.674 3.535 -3.119
C 2.789 3.022 -4.054
C 2.122 1.834 -3.801
C 1.022 -1.388 -4.344
C -0.251 -1.736 -4.758
C -0.453 -2.125 -6.073
C 0.619 -2.165 -6.949
C 1.891 -1.819 -6.522
C 2.101 -1.421 -5.210
H 2.563 -3.059 -1.560
H 3.743 -1.833 -2.056
H 3.177 -0.732 0.301
H 4.354 -2.021 0.133
H 3.157 -2.692 1.998
H 2.460 -3.672 0.709
H -1.122 -0.072 3.390
H -0.782 1.942 4.782
H 1.473 2.909 5.021
H 3.390 1.871 3.870
H 3.070 -0.154 2.519
H 1.934 -2.292 4.548
H 1.906 -3.812 6.475
H 0.328 -5.705 6.546
H -1.206 -6.101 4.658
H -1.157 -4.625 2.695
H 3.299 1.216 -0.683
H 4.560 3.283 -1.191
H 4.215 4.444 -3.333
H 2.621 3.547 -4.983
H 1.454 1.419 -4.550
H -1.086 -1.710 -4.058
H -1.442 -2.398 -6.410
H 0.462 -2.465 -7.972
H 2.724 -1.856 -7.207
H 3.094 -1.144 -4.880
C -0.212 4.966 1.722
N -0.300 3.609 1.247
C 0.830 2.870 0.749
C 0.182 1.528 0.468
O 0.767 0.505 0.083
N -1.125 1.596 0.717
C -1.386 2.839 1.186
N -2.601 3.215 1.549
H 0.814 5.160 2.021
H -0.854 5.110 2.589
H -0.489 5.674 0.940
H 1.627 2.777 1.491
H 1.256 3.317 -0.156
H -3.354 2.547 1.483
H -2.798 4.133 1.914
```

Properties
Largest force on an atom   1.27 eV Å⁻¹
LUMO level (spin up / spin down)   -10.64 / -10.62 eV
E   -7408.5495 Eh
HOMO level (spin up / spin down)   -15.492 / -15.494 eV
Energy relative to the best compared isomer or geometry (same formula, charge and spin)   1.055 eV
Net charge   +3

=====

No. 4
This record from the Open Molecules 2025 dataset describes a cluster of 3 separate species, C3H10N2O in total in a non-equilibrium geometry. The level of theory is ωB97M-V/def2-TZVPD.

The geometry in XYZ format:
```
16
C3H10N2O (ωB97M-V/def2-TZVPD)
C 1.398 -0.438 -0.800
N 1.289 -0.214 2.146
O 0.687 0.025 0.919
H 1.343 0.649 2.681
H 0.771 -0.926 2.654
H 1.492 0.554 -1.224
H 1.036 -1.192 -1.492
H 2.326 -0.760 -0.342
N -1.246 0.989 -1.618
C -1.238 -0.142 -0.796
C -1.439 -0.090 0.562
H -1.105 1.860 -1.122
H -0.594 0.933 -2.390
H -1.288 -1.090 -1.314
H -1.682 -0.992 1.102
H -1.747 0.834 1.033
```

Properties
Largest force on an atom   2.72 eV Å⁻¹
LUMO level   0.58 eV
E   -304.8324 Eh
HOMO level   -7.138 eV
Energy relative to the best compared isomer or geometry (same formula, charge and spin)   6.592 eV
Net charge   0

=====

No. 5
This record from the Open Molecules 2025 dataset describes a structure of composition C17H10CsFO6S in a non-equilibrium geometry. The level of theory is ωB97M-V/def2-TZVPD.

The geometry in XYZ format:
```
36
C17H10CsFO6S (ωB97M-V/def2-TZVPD)
Cs -1.011 1.820 -2.808
O 2.060 -3.217 -5.528
C 1.520 -2.314 -4.910
C 2.190 -1.072 -4.388
O 3.373 -0.789 -4.538
C 1.167 -0.288 -3.641
C -0.121 -1.004 -3.727
O -1.197 -0.627 -3.203
C 0.072 -2.251 -4.510
O -0.775 -3.101 -4.768
O 1.369 0.784 -3.027
O -2.429 1.632 0.651
S -0.955 1.687 0.931
C -0.741 1.693 2.704
C -1.771 1.217 3.489
C -1.613 1.231 4.874
C -0.445 1.721 5.436
C 0.572 2.211 4.633
C 0.416 2.206 3.246
C -0.310 0.077 0.529
C -1.194 -0.843 -0.001
C -0.684 -2.054 -0.467
C 0.674 -2.312 -0.393
C 1.550 -1.363 0.132
C 1.059 -0.151 0.584
H -2.674 0.858 3.008
H -2.409 0.857 5.507
H -0.331 1.731 6.514
H 1.478 2.607 5.074
H 1.194 2.602 2.602
H -2.237 -0.580 -0.109
H -1.351 -2.765 -0.936
H 1.064 -3.238 -0.795
H 2.617 -1.548 0.138
H 1.738 0.619 0.930
F -1.867 3.967 -3.233
```

Properties
Largest force on an atom   2.31 eV Å⁻¹
LUMO level   3.70 eV
E   -1623.4538 Eh
HOMO level   -0.296 eV
Energy relative to the best compared isomer or geometry (same formula, charge and spin)   1.470 eV
Net charge   -2

=====

No. 6
This record from the Open Molecules 2025 dataset describes the molecule C3H4ClF in a non-equilibrium geometry. The level of theory is ωB97M-V/def2-TZVPD.

The geometry in XYZ format:
```
9
C3H4ClF (ωB97M-V/def2-TZVPD)
C 1.147 -0.031 -0.005
C -0.196 -0.518 -0.030
C -1.145 0.242 -0.022
F -0.878 1.527 -0.032
Cl -2.847 -0.026 -0.001
H 1.727 -0.219 -0.938
H 0.971 0.976 0.211
H 1.628 -0.369 0.934
H -0.409 -1.582 -0.116
```

Properties
Largest force on an atom   8.75 eV Å⁻¹
LUMO level   0.97 eV
E   -676.7081 Eh
SMILES string   C/C=C(\F)Cl
HOMO level   -9.782 eV
Energy relative to the best compared isomer or geometry (same formula, charge and spin)   0.910 eV
Net charge   0

=====

No. 7
This record from the Open Molecules 2025 dataset describes a cluster of 21 separate species, C2H43O20P in total in a non-equilibrium geometry. The level of theory is ωB97M-V/def2-TZVPD.

The geometry in XYZ format:
```
66
C2H43O20P (ωB97M-V/def2-TZVPD)
C -0.899 2.104 0.497
C -0.465 1.150 -0.040
P 0.505 -0.206 -0.916
H -1.148 2.998 1.019
H -0.122 -0.840 -1.968
H 1.821 -0.643 -0.501
O -1.336 2.064 4.789
H -1.276 3.071 4.707
H -0.430 1.716 5.075
O -3.500 -1.302 -0.480
H -3.541 -0.607 0.254
H -2.940 -2.077 -0.149
O -4.000 4.096 3.586
H -4.340 3.167 3.802
H -3.725 4.540 4.453
O 1.423 -3.139 2.259
H 0.533 -3.603 2.131
H 1.279 -2.342 2.866
O 4.045 -3.668 -0.010
H 4.158 -3.249 0.904
H 4.883 -4.194 -0.221
O 4.696 0.586 -0.341
H 5.664 0.334 -0.190
H 4.116 -0.072 0.164
O 1.352 4.933 -0.031
H 1.059 4.224 -0.690
H 0.628 5.638 0.016
O 4.102 -0.281 -2.766
H 4.173 0.516 -3.386
H 4.275 0.039 -1.822
O 1.737 -3.881 -1.268
H 1.753 -2.982 -1.733
H 2.523 -3.921 -0.633
O 3.131 -1.144 1.127
H 2.690 -2.044 0.986
H 2.472 -0.542 1.604
O 1.782 -1.693 -3.639
H 0.858 -1.301 -3.764
H 2.390 -0.961 -3.295
O -3.561 3.121 -1.653
H -4.482 3.495 -1.843
H -3.388 3.200 -0.659
O -0.579 0.091 -4.166
H -0.268 1.020 -4.421
H -1.246 0.178 -3.410
O -4.261 3.897 0.909
H -4.016 3.981 1.887
H -5.267 3.816 0.842
O -2.831 0.527 -2.442
H -3.079 1.435 -2.069
H -3.060 -0.172 -1.748
O -0.646 -4.794 -2.264
H -0.756 -5.310 -1.400
H 0.228 -4.286 -2.218
O 1.138 -0.073 2.619
H 1.333 0.182 3.578
H 0.134 -0.132 2.506
O -2.092 -3.433 0.332
H -2.915 -3.968 0.086
H -1.730 -3.795 1.205
O 2.156 2.683 -2.301
H 3.008 2.408 -2.773
H 1.373 2.308 -2.821
O -1.500 -0.881 3.090
H -1.941 -1.786 3.186
H -2.083 -0.195 3.553
```

Properties
Largest force on an atom   6.48 eV Å⁻¹
LUMO level   -0.80 eV
E   -1947.9214 Eh
HOMO level   -7.183 eV
Net charge   0